(1)
A gas-phase ion, C6H5F3N (charge +1), computed with ωB97M-V/def2-TZVPD.

* Kohn-Sham gap: 0.3089 Ha
* HOMO level: -14.5 eV
* LUMO level: -6.14 eV
* DFT total energy: -15929.9435 eV
* energy above the lowest of the compared OMol25 structures with the same formula, charge and spin: 5.241 eV

Structure (ORCA input):
```
! wB97M-V def2-TZVPD RIJCOSX def2/J DEFGRID3
* xyz 1 1
F 2.853 -1.721 -0.381
C 2.457 -0.342 0.068
F 2.787 -0.223 1.537
F 3.186 0.640 -0.775
C 0.800 -0.127 -0.003
C -0.172 -1.424 0.349
C -1.809 -1.108 0.305
C -2.325 0.424 -0.084
N -1.360 1.551 -0.410
C 0.170 1.365 -0.379
H 0.257 -2.491 0.614
H -2.522 -2.001 0.571
H -3.468 0.665 -0.141
H -1.726 2.514 -0.652
H 0.871 2.278 -0.620
*
```

Löwdin atomic charge list, values in e, 2 entries: atom 1 (F): 0.02, atom 2 (C): -0.20

=====

(2)
A molecular structure, C32H72B3N3O7S2, computed with ωB97M-V/def2-TZVPD.

* Kohn-Sham gap: 0.2903 Ha
* HOMO level: -8.5 eV
* LUMO level: -0.62 eV
* DFT total energy: -76857.5259 eV

Structure (ORCA input):
```
! wB97M-V def2-TZVPD RIJCOSX def2/J DEFGRID3
* xyz 0 1
C 5.020 -3.067 1.212
C 5.974 -2.642 0.018
C 6.432 -3.913 -0.826
C 5.709 -3.938 -2.223
C 4.260 -4.593 -2.159
C 3.204 -3.430 -2.347
C 1.857 -3.656 -1.542
C 0.672 -3.296 -2.534
N -0.496 -2.715 -1.851
C -1.654 -2.537 -2.762
C -2.305 -3.875 -3.243
C -3.353 -4.423 -2.179
C -4.714 -3.645 -2.446
C -5.422 -3.156 -1.125
C -6.623 -4.077 -0.701
C -7.617 -3.321 0.269
C -7.464 -3.810 1.776
C -0.205 -1.439 -1.261
S -1.186 -0.779 -0.076
S 1.257 -0.409 -1.760
C 2.356 -0.506 -0.259
C 2.972 0.931 0.055
C 1.756 1.953 0.072
B 1.968 3.216 1.030
O 3.206 3.741 1.469
B 2.919 5.119 1.761
O 2.091 5.878 0.860
B 0.869 5.150 0.694
O -0.123 5.582 -0.187
C -0.834 4.491 -0.799
C -1.500 4.914 -2.157
O -2.726 5.601 -1.972
C -3.666 5.313 -3.004
C -3.090 5.406 -4.467
O 0.790 3.940 1.464
H 5.215 -4.121 1.523
H 5.197 -2.401 2.095
H 3.949 -2.941 0.931
H 5.501 -1.872 -0.632
H 6.908 -2.246 0.495
H 6.105 -4.820 -0.268
H 7.543 -3.881 -0.923
H 5.660 -2.912 -2.669
H 6.346 -4.541 -2.917
H 4.169 -5.251 -3.061
H 4.092 -5.180 -1.230
H 3.672 -2.487 -1.971
H 3.028 -3.315 -3.445
H 1.829 -3.050 -0.609
H 1.758 -4.726 -1.221
H 1.022 -2.622 -3.365
H 0.415 -4.260 -3.044
H -2.471 -1.944 -2.276
H -1.344 -1.926 -3.658
H -2.906 -3.629 -4.160
H -1.586 -4.664 -3.555
H -2.960 -4.258 -1.151
H -3.494 -5.511 -2.369
H -4.496 -2.722 -3.047
H -5.389 -4.255 -3.103
H -4.663 -3.063 -0.316
H -5.825 -2.133 -1.335
H -6.182 -4.931 -0.129
H -7.199 -4.437 -1.584
H -7.428 -2.224 0.240
H -8.692 -3.478 0.005
H -6.826 -3.076 2.319
H -8.477 -3.835 2.251
H -7.020 -4.831 1.824
H 3.145 -1.285 -0.352
H 1.670 -0.758 0.589
H 3.717 1.221 -0.719
H 3.412 0.857 1.075
H 1.636 2.320 -0.977
H 0.848 1.402 0.431
H 3.309 5.649 2.740
H -1.594 4.025 -0.122
H -0.114 3.675 -1.073
H -0.764 5.506 -2.760
H -1.644 3.950 -2.721
H -4.104 4.294 -2.849
H -4.489 6.068 -2.941
H -3.932 5.643 -5.168
H -2.339 6.218 -4.580
H -2.652 4.425 -4.784
C 4.620 9.892 1.651
C 4.455 10.433 3.068
C 3.617 9.520 3.981
O 2.218 9.590 3.753
C 1.753 8.781 2.685
N 3.899 11.789 2.997
H 3.714 10.002 1.054
H 5.413 10.432 1.130
H 4.893 8.833 1.665
H 5.456 10.499 3.507
H 3.760 9.853 5.013
H 3.964 8.480 3.937
H 2.315 7.848 2.601
H 1.793 9.333 1.744
H 0.707 8.537 2.879
H 3.877 12.182 3.934
H 2.915 11.698 2.751
C -1.166 -6.204 3.727
C -1.406 -5.291 2.529
C -2.791 -4.619 2.536
O -3.859 -5.471 2.145
C -4.365 -6.294 3.184
N -1.179 -6.055 1.296
H -1.706 -7.148 3.648
H -0.105 -6.450 3.808
H -1.465 -5.716 4.658
H -0.659 -4.493 2.576
H -2.776 -3.813 1.795
H -3.007 -4.150 3.503
H -4.336 -5.796 4.157
H -3.812 -7.235 3.223
H -5.403 -6.532 2.949
H -1.249 -5.422 0.502
H -1.975 -6.678 1.177
*
```

Löwdin atomic charge list, values in e, 2 entries: atom 1 (C): -0.11, atom 2 (C): -0.23

=====

(3)
A molecular structure, C27H24AuN5O2S, computed with ωB97M-V/def2-TZVPD.

* Kohn-Sham gap: 0.1817 Ha
* HOMO level: -13.4 eV
* LUMO level: -8.50 eV
* DFT total energy: -54445.2712 eV
* energy above the lowest of the compared OMol25 structures with the same formula, charge and spin: 1.142 eV

Structure (ORCA input):
```
! wB97M-V def2-TZVPD RIJCOSX def2/J DEFGRID3
* xyz 2 1
Au -0.336 0.809 0.484
N -3.214 -0.422 3.602
C -2.221 -0.082 2.792
S -2.648 0.246 1.129
N -1.005 -0.030 3.284
N 0.018 0.227 2.517
C 1.257 0.143 2.932
C 1.598 -0.104 4.330
C 2.600 -1.014 4.696
C 2.962 -1.150 6.021
C 2.328 -0.396 7.001
C 1.314 0.486 6.650
C 0.938 0.624 5.330
C 2.300 0.310 1.927
C 3.662 0.379 2.244
C 4.595 0.377 1.220
C 4.158 0.353 -0.098
C 2.791 0.403 -0.332
N 1.901 0.378 0.644
H -4.158 -0.467 3.255
H -3.025 -0.666 4.562
H 3.057 -1.634 3.939
H 3.737 -1.844 6.300
H 2.616 -0.505 8.035
H 0.833 1.079 7.412
H 0.173 1.333 5.054
H 3.980 0.440 3.273
H 5.650 0.394 1.452
H 4.860 0.320 -0.916
H 2.390 0.476 -1.332
C -1.714 4.177 -4.848
O -1.425 2.896 -4.315
C -2.346 2.219 -3.622
C -3.616 2.702 -3.289
C -4.500 1.910 -2.588
C -4.159 0.607 -2.229
C -2.924 0.093 -2.585
C -2.000 0.888 -3.252
N -0.788 0.336 -3.708
C 0.405 0.894 -3.740
C 0.825 2.055 -3.059
C 1.942 2.782 -3.533
C 2.319 3.962 -2.946
C 1.621 4.444 -1.831
C 0.582 3.730 -1.294
C 0.159 2.509 -1.866
O -0.766 1.786 -1.329
H -0.809 4.477 -5.376
H -1.943 4.902 -4.063
H -2.546 4.129 -5.554
H -3.916 3.690 -3.599
H -5.480 2.292 -2.343
H -4.861 -0.004 -1.685
H -2.667 -0.924 -2.329
H -0.890 -0.568 -4.160
H 1.136 0.374 -4.348
H 2.460 2.418 -4.407
H 3.146 4.530 -3.343
H 1.910 5.386 -1.388
H 0.077 4.072 -0.402
*
```

Löwdin atomic charge list, values in e, 2 entries: atom 1 (Au): 1.07, atom 2 (N): 0.13

=====

(4)
2 unconnected molecules or ions with the total composition C22H38I2N4O4P, computed with ωB97M-V/def2-TZVPD.

* Kohn-Sham gap: 0.3113 Ha
* HOMO level: -11.5 eV
* LUMO level: -3.02 eV
* DFT total energy: -63061.5522 eV

Structure (ORCA input):
```
! wB97M-V def2-TZVPD RIJCOSX def2/J DEFGRID3
* xyz 1 1
C -0.314 5.673 -0.093
C -1.405 5.717 -1.123
O -2.289 6.554 -1.083
N -1.310 4.725 -2.185
C -1.252 5.511 -3.440
C -2.555 3.915 -2.170
C -2.277 2.429 -1.955
C -3.565 1.742 -1.520
C -3.716 0.274 -1.890
C -2.874 -0.778 -1.139
C -2.388 -0.344 0.259
P -2.811 -1.710 1.473
C -2.764 -0.812 3.054
O -4.408 -1.998 1.275
C -0.894 -0.143 0.333
N -0.131 -1.380 -0.049
C -0.774 -2.224 -1.134
C 0.221 -3.043 -1.965
C 1.528 -3.537 -1.301
C 2.723 -2.858 -1.993
I 4.480 -2.687 -0.814
C -1.721 -1.362 -1.983
N -1.086 -0.381 -2.819
I -2.685 -2.746 -3.366
H -0.658 6.197 0.782
H 0.523 6.231 -0.492
H -0.023 4.654 0.107
H -0.938 4.883 -4.259
H -0.510 6.290 -3.330
H -2.186 6.014 -3.644
H -3.015 3.987 -3.146
H -3.294 4.280 -1.469
H -1.491 2.319 -1.216
H -1.978 2.038 -2.912
H -4.356 2.258 -2.051
H -3.762 1.940 -0.474
H -3.477 0.185 -2.941
H -4.757 -0.004 -1.814
H -3.518 -1.631 -0.984
H -2.876 0.547 0.632
H -3.389 0.074 3.003
H -3.218 -1.464 3.785
H -1.763 -0.562 3.343
H -4.880 -1.225 0.950
H -0.628 0.096 1.355
H -0.542 0.692 -0.248
H 0.805 -1.094 -0.330
H -0.002 -1.977 0.765
H -1.397 -2.931 -0.607
H -0.332 -3.924 -2.241
H 0.451 -2.547 -2.898
H 1.560 -3.417 -0.230
H 1.615 -4.597 -1.480
H 2.935 -3.396 -2.900
H 2.425 -1.869 -2.308
H -0.577 0.324 -2.298
H -0.434 -0.799 -3.469
C 7.046 -2.239 3.207
C 7.072 -2.545 4.562
C 5.894 -2.583 5.291
C 4.706 -2.314 4.641
C 4.662 -2.001 3.299
C 5.838 -1.963 2.581
N 3.443 -2.370 5.381
O 3.479 -2.624 6.556
O 2.420 -2.158 4.749
H 7.967 -2.217 2.642
H 8.011 -2.759 5.052
H 5.906 -2.821 6.344
H 3.722 -1.792 2.813
H 5.788 -1.723 1.530
*
```

Löwdin atomic charge list, values in e, 2 entries: atom 1 (C): 0.01, atom 2 (C): -0.48

=====

(5)
A molecular structure, CClIO, computed with ωB97M-V/def2-TZVPD.

* Kohn-Sham gap: 0.3767 Ha
* HOMO level: -10.1 eV
* LUMO level: 0.11 eV
* DFT total energy: -23707.0884 eV
* energy above the lowest of the compared OMol25 structures with the same formula, charge and spin: 0.000 eV

Structure (ORCA input):
```
! wB97M-V def2-TZVPD RIJCOSX def2/J DEFGRID3
* xyz 0 1
C -0.222 -0.035 -0.009
O -1.088 -0.667 -0.474
Cl -0.275 1.615 0.312
I 1.585 -0.913 0.171
*
```

Löwdin atomic charge list, values in e, 2 entries: atom 1 (C): -1.52, atom 2 (O): -0.07

=====

(6)
A molecular structure, C50H55CsN3OS2Te, computed with ωB97M-V/def2-TZVPD.

* Kohn-Sham gap (alpha / beta): 0.1647 / 0.1644 Ha
* HOMO level (alpha / beta): -1.0 / -1.0 eV
* LUMO level (alpha / beta): 3.50 / 3.50 eV
* DFT total energy: -88774.8337 eV
* energy above the lowest of the compared OMol25 structures with the same formula, charge and spin: 0.505 eV

Structure (ORCA input):
```
! wB97M-V def2-TZVPD RIJCOSX def2/J DEFGRID3
* xyz -2 2
Cs 2.602 1.436 1.673
S 5.346 3.384 1.110
C 4.415 4.802 1.288
N 3.169 4.905 1.680
C 2.723 6.217 1.717
C 1.436 6.611 2.083
C 1.114 7.960 2.092
C 2.054 8.929 1.734
C 3.337 8.551 1.356
C 3.661 7.199 1.350
S 5.144 6.403 0.930
H 0.699 5.856 2.331
H 0.109 8.262 2.365
H 1.780 9.978 1.740
H 4.070 9.297 1.066
C -1.013 6.077 -1.427
C -1.923 5.135 -0.674
C -3.291 5.458 -0.530
C -4.104 4.587 0.181
C -5.575 4.897 0.344
C -3.600 3.414 0.742
C -2.220 3.021 0.611
C -1.423 3.982 -0.124
N -1.596 1.929 1.056
C -2.299 0.851 1.729
C -1.231 -0.221 1.987
C -1.785 -1.480 2.663
C -2.376 -1.087 4.022
C -3.475 -0.037 3.808
C -4.578 -0.641 2.926
C -3.989 -1.056 1.570
C -2.883 -2.094 1.792
C -3.398 0.177 0.872
C -2.887 1.204 3.116
H -1.459 6.370 -2.383
H -0.042 5.620 -1.624
H -0.832 6.994 -0.858
H -3.695 6.369 -0.966
H -5.807 5.902 -0.018
H -5.879 4.835 1.393
H -6.195 4.188 -0.214
H -4.293 2.793 1.288
H -0.370 3.738 -0.239
H -0.468 0.235 2.626
H -0.765 -0.467 1.027
H -0.983 -2.208 2.803
H -1.587 -0.673 4.662
H -2.787 -1.970 4.530
H -3.900 0.250 4.777
H -5.380 0.092 2.777
H -5.018 -1.515 3.424
H -4.781 -1.489 0.948
H -2.459 -2.404 0.831
H -3.294 -2.991 2.277
H -4.191 0.886 0.637
H -2.938 -0.114 -0.077
H -2.082 1.635 3.721
H -3.658 1.970 3.024
C 4.417 -5.024 -6.558
C 4.002 -4.279 -5.313
C 3.188 -3.157 -5.380
C 2.794 -2.459 -4.236
C 1.912 -1.245 -4.424
C 3.215 -2.894 -2.967
Te 2.697 -1.759 -1.085
N 2.021 -1.131 0.940
C 2.021 -1.436 2.219
O 2.051 -0.573 3.137
C 1.946 -2.890 2.666
C 2.400 -3.969 1.914
C 2.308 -5.264 2.412
C 1.735 -5.493 3.656
C 1.276 -4.418 4.409
C 1.396 -3.124 3.923
C 0.638 -2.069 -1.549
C 0.127 -3.360 -1.737
C 0.901 -4.641 -1.510
C -1.202 -3.501 -2.148
C -2.030 -2.414 -2.358
C -3.475 -2.585 -2.746
C -1.511 -1.144 -2.132
C -0.203 -0.948 -1.713
C 0.254 0.463 -1.447
C 4.060 -4.016 -2.898
C 4.587 -4.568 -1.585
C 4.435 -4.689 -4.060
H 4.058 -4.518 -7.455
H 4.017 -6.041 -6.566
H 5.504 -5.102 -6.629
H 2.853 -2.805 -6.351
H 1.916 -0.920 -5.465
H 2.251 -0.412 -3.806
H 0.881 -1.455 -4.137
H 2.827 -3.793 0.935
H 2.673 -6.094 1.818
H 1.643 -6.504 4.036
H 0.826 -4.587 5.380
H 1.066 -2.273 4.505
H 1.868 -4.470 -1.049
H 1.076 -5.160 -2.457
H 0.331 -5.306 -0.856
H -1.598 -4.506 -2.280
H -3.707 -3.630 -2.956
H -3.718 -1.995 -3.632
H -4.132 -2.247 -1.940
H -2.149 -0.275 -2.257
H -0.586 1.125 -1.237
H 0.827 0.858 -2.293
H 0.900 0.470 -0.576
H 4.750 -3.791 -0.841
H 5.533 -5.092 -1.738
H 3.883 -5.286 -1.151
H 5.093 -5.552 -3.982
*
```

Löwdin atomic charge list, values in e, 2 entries: atom 1 (Cs): 1.08, atom 2 (S): 0.29

=====

(7)
3 unconnected molecules or ions with the total composition C15H31O7, computed with ωB97M-V/def2-TZVPD.

* Kohn-Sham gap: 0.1250 Ha
* HOMO level: -1.0 eV
* LUMO level: 2.42 eV
* DFT total energy: -30388.2932 eV
* energy above the lowest of the compared OMol25 structures with the same formula, charge and spin: 0.000 eV

Structure (ORCA input):
```
! wB97M-V def2-TZVPD RIJCOSX def2/J DEFGRID3
* xyz -1 1
C 4.480 2.606 2.136
C 3.336 3.408 1.484
C 2.001 3.268 2.184
C 0.949 4.136 1.503
C -0.472 4.002 2.103
C -1.252 2.744 1.695
O -0.477 1.827 0.930
C -0.485 0.516 1.408
H 4.785 3.079 3.085
H 4.136 1.586 2.382
H 5.366 2.521 1.488
H 3.312 3.105 0.394
H 3.623 4.479 1.463
H 1.689 2.203 2.091
H 1.243 5.201 1.590
H 0.859 3.949 0.393
H -1.096 4.871 1.841
H -0.331 4.004 3.200
H -1.619 2.219 2.593
H -2.138 3.000 1.086
H -1.497 0.075 1.382
H -0.085 0.423 2.432
H 0.167 -0.070 0.746
C -3.714 -6.305 1.427
C -4.319 -4.980 1.832
O -3.414 -3.890 1.598
C -3.351 -3.471 0.334
O -4.046 -3.863 -0.568
O -2.498 -2.461 0.276
C -2.381 -1.845 -1.013
H -2.768 -6.464 1.946
H -4.394 -7.114 1.695
H -3.542 -6.339 0.352
H -4.504 -4.939 2.904
H -5.250 -4.789 1.300
H -3.358 -1.528 -1.371
H -1.936 -2.538 -1.724
H -1.732 -0.990 -0.862
C 0.080 1.705 -3.109
C 0.565 0.770 -2.027
O 0.904 -0.540 -2.548
C 2.059 -0.628 -3.184
O 2.865 0.246 -3.352
O 2.245 -1.910 -3.532
C 3.503 -2.160 -4.156
H -0.760 1.266 -3.650
H -0.252 2.632 -2.640
H 0.878 1.939 -3.812
H -0.220 0.565 -1.306
H 1.416 1.184 -1.488
H 4.321 -1.822 -3.523
H 3.566 -1.649 -5.116
H 3.545 -3.237 -4.295
*
```

Löwdin atomic charge list, values in e, 2 entries: atom 1 (C): -0.18, atom 2 (C): -0.42

=====

For the records above, the corresponding F_max values read 5.5 2.6 2.5 1.4 2.2 2.4 0.9 eV/Å.